[1]
13
Properties=species:S:1:pos:R:3 method="wB97M-V/def2-TZVPD" total_energy_ha=-717.83310 multiplicity=1 homo_energy_ev=-8.43 de_lowest_kcal_mol=38.0 molar_mass_g_mol=127.172
C 0.06 1.21 -0.98
C -0.75 0.49 0.94
N 0.40 -1.10 -0.34
N -0.53 1.43 0.09
H 1.36 1.97 -2.74
S 0.26 2.64 -1.97
H -1.25 0.93 1.80
C -0.08 -0.77 0.81
N 0.06 -1.77 1.79
H -0.58 -1.67 2.62
H -0.16 -2.70 1.43
H 0.75 -0.59 -2.21
C 0.47 -0.07 -1.25



[2]
15
Properties=species:S:1:pos:R:3 method="wB97M-V/def2-TZVPD" total_energy_ha=-524.46706 multiplicity=1 total_charge=+1 homo_energy_ev=-13.02 de_lowest_kcal_mol=28.6 molar_mass_g_mol=141.110
C -1.55 -1.46 2.85
H 1.42 -0.30 0.54
C -0.41 0.16 -0.80
C 0.00 -1.58 1.07
C 0.40 1.20 -1.37
N -0.22 -2.76 1.22
H -1.81 -3.21 3.80
N 0.43 -0.64 0.32
H -0.01 1.42 -2.41
H 0.49 2.02 -0.59
N -0.82 -3.50 2.05
H 1.34 0.90 -1.65
N -1.45 -2.72 2.99
O -1.70 -0.30 2.90
O -1.51 -0.19 -0.93



[3]
16
Properties=species:S:1:pos:R:3 method="wB97M-V/def2-TZVPD" total_energy_ha=-599.65826 multiplicity=1 total_charge=+1 homo_energy_ev="-13.41 / -13.41" de_lowest_kcal_mol=117.4 molar_mass_g_mol=157.109
C 0.31 -0.48 1.80
N 1.08 -1.38 2.32
O 0.12 0.68 2.43
H 2.35 0.75 -1.34
H 0.06 0.63 3.43
H -2.13 -0.81 -0.34
O 0.85 1.65 -3.05
H 1.38 -2.06 1.72
N -2.86 0.65 -3.09
H 1.19 -1.46 3.32
N 0.47 1.05 -2.11
C -0.69 0.49 -1.94
C -1.16 -0.48 -0.29
N -0.51 -0.65 0.79
C -1.86 0.64 -2.57
O 1.41 0.77 -1.08



[4]
14
Properties=species:S:1:pos:R:3 method="wB97M-V/def2-TZVPD" total_energy_ha=-772.21618 multiplicity=1 total_charge=+1 homo_energy_ev=-13.80 de_lowest_kcal_mol=84.7 molar_mass_g_mol=141.179
N -0.48 2.83 0.02
S 0.55 -2.42 0.76
H -0.81 -2.97 -1.08
H -0.38 3.70 0.48
C -0.60 0.22 -1.36
C -0.01 1.90 0.75
N 0.23 0.83 1.17
H 1.29 -1.64 2.86
C 0.86 -1.17 1.95
N -0.67 -0.89 -1.04
N 0.72 0.06 2.04
H -0.47 2.87 -0.97
C -0.83 -2.03 -0.33
H -1.74 -2.02 0.15



[5]
17
Properties=species:S:1:pos:R:3 method="wB97M-V/def2-TZVPD" total_energy_ha=-977.82212 multiplicity=1 homo_energy_ev=-8.12 de_lowest_kcal_mol=17.7 molar_mass_g_mol=187.184
N 1.93 -0.87 1.40
H 0.45 -2.76 -2.13
O -1.89 -2.34 -0.11
N -1.17 -0.04 -1.35
H 1.94 -0.26 2.21
O -0.44 -2.44 -2.25
C -0.71 0.84 -0.52
H 1.86 -1.88 1.53
N 0.45 1.84 1.19
H -1.64 2.61 -1.11
C 0.27 0.63 0.51
H -0.46 3.75 0.90
C -0.36 2.72 0.59
N 0.68 -1.71 -0.09
C 0.90 -0.56 0.59
S -0.82 -1.67 -0.87
N -0.99 2.16 -0.50



[6]
15
Properties=species:S:1:pos:R:3 method="wB97M-V/def2-TZVPD" total_energy_ha=-483.81779 multiplicity=3 s2=2.01 total_charge=-1 homo_energy_ev="-2.15 / -5.67" molar_mass_g_mol=137.126
N 1.24 -0.03 -0.56
C 0.83 1.17 -0.92
H 0.32 -1.89 2.21
C -1.61 -0.15 0.30
N -0.69 -0.91 0.85
N -2.03 -0.33 -2.25
N 2.91 1.05 -1.29
H -0.04 1.72 -0.94
H -2.32 0.23 0.92
N 1.87 1.92 -1.38
H -1.02 -0.61 2.76
C -0.36 -1.09 2.09
C -1.87 -0.24 -1.11
H 0.19 -0.81 0.13
N 2.58 -0.04 -0.81



[7]
11
Properties=species:S:1:pos:R:3 method="wB97M-V/def2-TZVPD" total_energy_ha=-285.24337 multiplicity=1 homo_energy_ev=-9.30 de_lowest_kcal_mol=107.4 molar_mass_g_mol=83.090
H 2.19 0.82 0.64
H 0.16 -1.27 1.21
H -2.51 1.09 0.36
C 1.73 0.19 -0.12
C -1.59 0.71 -0.08
H -0.53 -1.51 1.06
C -1.53 -0.47 -1.02
H 2.28 -0.64 -0.54
O -0.22 -0.53 -1.25
N -0.44 1.23 0.19
C 0.46 0.39 -0.45



[8]
11
Properties=species:S:1:pos:R:3 method="wB97M-V/def2-TZVPD" total_energy_ha=-285.37990 multiplicity=1 homo_energy_ev=-11.16 de_lowest_kcal_mol=21.8 molar_mass_g_mol=83.090
H 1.21 0.52 -0.96
C -0.89 0.36 -0.30
C -1.66 1.61 -0.62
C 0.62 0.29 -0.06
O -1.59 -0.61 -0.15
H 0.35 -1.34 1.35
N -2.52 2.37 -0.76
H 0.91 1.05 0.68
H 1.99 -1.23 0.68
C 0.93 -1.12 0.45
H 0.66 -1.88 -0.30



[9]
11
Properties=species:S:1:pos:R:3 method="wB97M-V/def2-TZVPD" total_energy_ha=-285.21210 multiplicity=1 homo_energy_ev="-8.23 / -8.23" de_lowest_kcal_mol=127.1 molar_mass_g_mol=83.090
H 1.39 -1.00 1.33
N -1.11 -0.17 -0.06
H 1.80 0.42 -1.47
H -2.36 1.38 0.65
C 0.09 -0.10 -0.26
C -2.22 0.47 0.08
C 1.21 -0.81 0.32
H 1.30 -1.75 -0.16
H -3.05 -0.28 -0.20
C 1.55 0.40 -0.47
O 1.41 1.45 0.23



[10]
11
Properties=species:S:1:pos:R:3 method="wB97M-V/def2-TZVPD" total_energy_ha=-285.33116 multiplicity=1 homo_energy_ev=-9.21 de_lowest_kcal_mol=52.3 molar_mass_g_mol=83.090
H -1.78 -1.41 0.63
H 2.80 -0.67 -0.43
C -1.68 -0.55 -0.04
C -0.30 0.03 0.01
C 1.86 -0.18 -0.26
H -2.39 0.21 0.27
H -1.95 -0.88 -1.05
O 0.70 -0.85 -0.37
C 0.33 1.22 0.29
H 0.78 2.03 0.89
N 1.71 1.04 0.06



[11]
11
Properties=species:S:1:pos:R:3 method="wB97M-V/def2-TZVPD" total_energy_ha=-285.31611 multiplicity=1 homo_energy_ev=-10.02 de_lowest_kcal_mol=61.8 molar_mass_g_mol=83.090
N -0.28 2.84 -0.59
H -1.83 -0.19 0.15
C 0.05 0.63 0.71
H 0.98 0.49 1.27
O 1.61 -1.58 -0.39
C 0.68 -1.03 -0.91
H -0.37 -1.40 -0.83
C -0.90 -0.32 0.70
C -0.11 1.86 0.00
H -0.78 -1.25 1.24
H 0.71 -0.12 -1.55



[12]
11
Properties=species:S:1:pos:R:3 method="wB97M-V/def2-TZVPD" total_energy_ha=-285.32863 multiplicity=1 homo_energy_ev=-8.45 de_lowest_kcal_mol=53.9 molar_mass_g_mol=83.090
C 1.37 0.03 -0.35
C 0.70 -1.13 -1.06
H 2.32 -0.25 0.12
H -2.12 0.86 1.36
H 0.50 1.50 1.23
H 1.64 0.69 -1.19
C 0.35 0.67 0.55
O -2.07 0.15 0.71
N -0.56 -0.99 -0.66
C -0.80 0.04 0.29
H -1.33 -1.57 -0.99



[13]
11
Properties=species:S:1:pos:R:3 method="wB97M-V/def2-TZVPD" total_energy_ha=-285.27105 multiplicity=1 homo_energy_ev=-9.71 de_lowest_kcal_mol=90.1 molar_mass_g_mol=83.090
C 0.87 -0.69 -0.56
H -0.23 -1.24 1.32
N 2.87 0.91 -0.25
C 2.00 0.15 -0.35
C -1.10 1.02 -0.01
O -1.60 -0.22 -0.65
H -1.54 1.17 0.98
H 0.98 -1.70 -0.95
H -0.98 1.88 -0.65
H -0.96 -1.17 1.48
C -0.31 -0.11 -0.37



[14]
11
Properties=species:S:1:pos:R:3 method="wB97M-V/def2-TZVPD" total_energy_ha=-285.40394 multiplicity=1 homo_energy_ev=-8.77 de_lowest_kcal_mol=6.7 molar_mass_g_mol=83.090
H 0.63 -0.57 -1.84
H -1.86 1.00 0.74
H 0.27 1.51 1.73
N -1.01 0.73 0.27
H 2.26 0.28 0.35
C 1.19 0.25 0.16
C 0.48 -0.72 -0.76
O -1.97 -1.20 -0.51
H 0.75 -1.77 -0.55
C 0.26 0.97 0.80
C -1.00 -0.49 -0.38



[15]
11
Properties=species:S:1:pos:R:3 method="wB97M-V/def2-TZVPD" total_energy_ha=-285.33961 multiplicity=1 homo_energy_ev=-10.86 de_lowest_kcal_mol=47.0 molar_mass_g_mol=83.090
N -0.94 2.71 0.15
O 1.03 -1.16 -0.97
C -0.35 -0.90 -1.20
C -0.31 1.78 0.44
C 0.43 0.59 0.88
H -0.06 0.18 1.77
C 0.25 -0.71 0.11
H 1.45 0.86 1.16
H 0.03 -1.50 0.82
H -1.02 -1.76 -1.27
H -0.53 -0.09 -1.90



[16]
11
Properties=species:S:1:pos:R:3 method="wB97M-V/def2-TZVPD" total_energy_ha=-285.26907 multiplicity=1 homo_energy_ev=-9.60 de_lowest_kcal_mol=91.3 molar_mass_g_mol=83.090
H 1.32 -1.44 0.19
C -1.08 0.31 0.26
O -1.42 -1.97 -0.65
C 0.66 0.66 0.21
H -0.87 1.52 0.75
H 1.19 0.78 1.17
C -0.74 -1.03 -0.35
C 0.76 -0.72 -0.40
H 1.11 -0.74 -1.43
N -1.92 1.13 0.70
H 1.00 1.49 -0.45



[17]
11
Properties=species:S:1:pos:R:3 method="wB97M-V/def2-TZVPD" total_energy_ha=-285.32318 multiplicity=1 homo_energy_ev=-9.95 de_lowest_kcal_mol=57.4 molar_mass_g_mol=83.090
H -1.87 0.95 0.12
C 2.30 0.62 0.26
N -0.87 -0.89 -0.08
H 3.19 1.16 -0.01
O -0.01 -1.28 2.04
H -0.49 -1.47 -0.82
H -0.45 1.04 -0.97
C 0.12 -0.77 0.95
H -1.94 0.22 -1.48
C 1.31 0.02 0.61
C -1.28 0.41 -0.63



[18]
11
Properties=species:S:1:pos:R:3 method="wB97M-V/def2-TZVPD" total_energy_ha=-285.27316 multiplicity=1 homo_energy_ev=-9.23 de_lowest_kcal_mol=88.7 molar_mass_g_mol=83.090
H -0.10 1.48 1.01
C -0.52 -0.53 -2.43
C 0.25 -0.36 0.01
C 0.08 -0.65 -1.39
H 1.62 1.09 0.84
H -0.85 -1.41 2.54
H -1.19 -0.37 -3.23
H 0.69 1.64 -0.58
N -0.26 -1.22 0.81
O -0.37 -0.71 2.08
C 0.65 1.05 0.34



[19]
11
Properties=species:S:1:pos:R:3 method="wB97M-V/def2-TZVPD" total_energy_ha=-285.22657 multiplicity=1 homo_energy_ev="-8.79 / -8.55" de_lowest_kcal_mol=118.0 molar_mass_g_mol=83.090
H -1.13 1.48 1.62
H -0.55 -0.61 -2.81
C -0.64 0.52 1.63
H -0.19 -1.45 -1.20
H -0.81 -0.06 2.53
N 1.18 -0.75 0.64
C 0.12 0.65 -1.18
C -0.19 -0.55 -1.79
H 1.55 -1.11 1.52
C 0.26 0.15 0.69
O 0.42 1.73 -1.64



[20]
11
Properties=species:S:1:pos:R:3 method="wB97M-V/def2-TZVPD" total_energy_ha=-285.36490 multiplicity=1 homo_energy_ev=-11.06 de_lowest_kcal_mol=31.2 molar_mass_g_mol=83.090
H 1.28 1.27 -1.01
C 0.92 1.18 0.03
H 1.74 1.49 0.67
H 0.09 1.88 0.14
C -1.03 -0.37 0.17
N -1.57 -2.32 -1.49
O -1.80 0.35 0.75
H 1.04 -0.99 -0.23
C 0.45 -0.26 0.32
H 0.29 -0.73 1.35
C -1.41 -1.49 -0.70